52
Properties=species:S:1:pos:R:3 method="wB97M-V/def2-TZVPD" smiles="CN1CCN(c2ccc(CNC(=O)c3ccc4c(c3)OCCO4)cc2)CC1" spin_multiplicity=1 mol_weight_g_mol=367.45 relative_energy_kcal_mol=41.32 lumo_ev=0.8 total_charge=0 e_homo_ev=-7.69 homo_lumo_gap_ev=8.5
C -7.59625 -3.02498 0.10749
H 5.53477 -3.51170 0.62927
H -4.84970 -0.01608 2.09057
H -5.34351 -2.30116 1.43000
H -5.15813 -2.55648 -0.99711
C 5.21835 -0.81437 0.85698
H -6.05585 0.35133 -1.32470
C 3.73392 1.03549 1.26048
H 0.08215 3.94874 0.65047
C -3.43530 0.69901 0.01388
H 3.37158 1.80180 1.92891
H -3.96691 1.89089 1.72876
H 6.67734 -3.22429 -1.58204
H -6.95063 -3.90585 0.25345
H -4.59948 -0.37263 -2.04135
H 5.08894 0.21286 2.71024
C -2.07788 2.46757 0.95263
H -8.16058 -3.15685 -0.81451
C 0.15777 3.10264 -0.04004
H -6.19763 0.62222 1.10384
C -1.10856 2.28982 -0.02171
H 7.29028 -3.27602 0.88654
C -6.11174 -1.52630 1.24989
H 7.31766 -1.64992 -1.02098
C -2.44183 0.51460 -0.95712
C 4.70652 0.16253 1.70312
C -5.26890 -0.40754 -1.18398
C -5.42652 -0.16108 1.17636
C 6.49402 -2.37116 -0.92740
C 3.25260 0.94409 -0.04362
H 3.45553 -0.05293 -1.92640
N -6.84933 -1.78979 0.02990
H -2.55252 -0.26378 -1.69656
H -6.81185 -1.53266 2.08875
H -1.94836 3.23496 1.70375
N -4.53908 -0.13971 0.03709
H -8.29671 -2.96610 0.93933
O 2.17268 2.19236 -1.75656
C -1.30879 1.29656 -0.97504
C 3.79418 -0.00112 -0.90405
C -5.93534 -1.77663 -1.09634
C 2.20432 1.85798 -0.58777
O 6.15074 -1.68410 1.35781
H 0.36178 3.47392 -1.04800
C 4.77524 -0.87856 -0.46900
C -3.22511 1.69620 0.97014
H 1.28416 1.86322 1.23744
C 6.37163 -2.80632 0.53212
N 1.30560 2.29472 0.32743
H -6.50353 -1.96576 -2.01008
O 5.28823 -1.78392 -1.36118
H -0.55628 1.13650 -1.73329

---

53
Properties=species:S:1:pos:R:3 method="wB97M-V/def2-TZVPD" spin_multiplicity=1 mol_weight_g_mol=379.46 relative_energy_kcal_mol=454.72 lumo_ev=0.0 total_charge=0 e_homo_ev=-7.52 homo_lumo_gap_ev=7.5
H -4.00592 1.01707 -0.54285
H -2.16248 -4.10998 4.98537
H 4.29164 4.38583 0.67809
H 1.87085 3.92178 1.44347
H 2.59981 -1.10201 -2.53894
H 0.22748 2.82838 0.13996
H -0.51051 2.20887 -2.11711
H 1.64226 0.52568 0.61407
C -3.32995 -3.49154 2.64602
H -4.03690 -0.02777 -1.91422
H 2.74006 -0.04949 1.91918
C 1.48103 3.06397 -1.57861
C 3.78278 4.03405 -1.27824
C 2.24744 3.85331 0.61846
C -1.78502 -0.91641 -0.50290
C -0.04767 -0.46354 -1.41352
H -2.52088 -4.12734 2.63539
C 0.80938 1.11571 -3.00240
C -3.77609 -1.71481 0.64727
H 3.64605 -1.33711 -0.30870
N 0.43996 -1.45418 -0.37353
C 3.50298 4.06974 0.06190
H -3.90443 -1.77421 3.85430
C 2.72687 3.32301 -2.29004
H -5.27861 -0.20242 -0.58109
C 0.41524 2.21936 -2.49241
N -1.15754 -0.09449 -1.24826
C -1.42249 -2.57719 1.25877
O -4.87972 -1.57901 1.08414
N -3.22927 -0.60923 -0.12675
N -2.80723 -2.52503 1.47593
H -2.72854 -2.52857 5.86426
H -4.23783 -3.75056 2.23950
C 1.70916 -1.91071 0.07637
H 1.80909 -2.66893 -0.48428
O -0.48059 -3.35133 2.02507
C 2.70358 0.09366 0.88528
C -3.92868 0.05283 -0.90361
C 2.61116 -0.90034 -0.35599
H 4.62329 4.31555 -1.79322
H 1.42150 -2.21771 1.13231
C -2.75031 -2.98180 5.02029
C -3.44480 -2.70258 3.91092
H 3.39037 0.92876 0.53705
H 1.67479 1.13547 -3.65392
C 1.39183 2.94186 -0.39398
C 2.44310 -0.43285 -1.68050
C -0.88894 -1.72293 0.16782
H 3.05560 0.46916 -1.99961
N 1.11251 -0.00163 -2.05337
H 2.80468 3.27100 -3.21957
H -0.16147 0.63670 -3.67936
H 0.30139 2.91394 -3.39422

---

55
Properties=species:S:1:pos:R:3 method="wB97M-V/def2-TZVPD" smiles="Cn1c(CNc2nc(-c3ccccc3)cs2)nnc1SCC(=O)OC1CCCCC1" spin_multiplicity=1 mol_weight_g_mol=443.60 lumo_ev=0.5 total_charge=0 e_homo_ev=-8.06 homo_lumo_gap_ev=8.6
N 2.50586 -1.08083 -2.04218
N -2.35082 0.47280 -1.12178
C 2.39269 0.50838 1.76396
H 0.93611 2.07046 1.82784
H -3.29051 2.45636 1.38424
C -3.06800 0.74990 0.01444
H -5.59650 -1.16399 3.37517
N 0.37411 -1.59345 -1.87056
H 3.32448 2.05340 2.90817
H 4.16941 -3.45921 0.57761
C -3.97735 -0.25898 0.54445
H -1.16291 -2.94189 -2.27830
C 3.62153 1.33676 2.14012
H -1.61127 -1.51906 -1.29099
O 2.75087 -0.52877 0.83716
C -0.55991 0.27101 -3.32554
C 1.64894 -1.90576 -1.50020
H 4.49535 1.34598 0.17490
H 2.78546 3.71399 1.05467
H 2.21283 1.41785 -0.87019
H -5.65620 -3.02002 -0.46930
H -4.04412 0.54100 2.53479
H 1.98941 0.02432 2.66430
C 4.17401 2.07280 0.92363
C 0.53950 -0.50887 -2.68826
H 4.11642 -2.12731 -0.64403
H 1.12528 2.77436 -0.52196
S 2.02521 -3.22857 -0.43636
C -5.72651 -2.20080 1.50733
C 3.34130 -1.61379 1.31241
C -0.83592 -2.26327 -1.48766
C 1.32532 1.36662 1.08967
C -4.40389 -0.23072 1.87119
H 0.50205 0.72481 0.76607
C -4.43688 -1.27673 -0.29046
C 1.89992 2.12780 -0.10298
S -1.70643 2.87116 -0.42594
H -4.11521 -1.29275 -1.32058
H 3.50007 3.49774 -0.54758
C -2.84668 1.99061 0.52965
N -0.84285 1.49483 -2.59706
C -5.27275 -1.19483 2.34508
H -0.25603 0.55145 -4.33622
C 3.61482 -2.60454 0.19656
H -6.40554 -2.95223 1.88191
H 5.04213 2.66529 1.21804
H 4.37850 0.67668 2.56730
O 3.60465 -1.81591 2.46850
C -1.60223 1.45620 -1.47926
N 1.80667 -0.20769 -2.77660
C 3.09930 2.96911 0.31889
H -0.64326 -2.84269 -0.58532
C -5.30460 -2.23875 0.18866
H -0.10783 2.18652 -2.61751
H -1.47802 -0.31679 -3.35996

---

55
Properties=species:S:1:pos:R:3 method="wB97M-V/def2-TZVPD" smiles="CCCn1c(SCC(=O)N2CCCc3ccccc32)nc2c1c(=O)n(C)c(=O)n2C" spin_multiplicity=1 mol_weight_g_mol=427.53 relative_energy_kcal_mol=6.84 lumo_ev=0.5 total_charge=0 e_homo_ev=-7.97 homo_lumo_gap_ev=8.5
H 2.48658 1.68335 6.00561
O -2.18264 -0.91930 -4.16325
H 4.84198 -1.46446 4.34573
C -1.44998 -0.08188 0.01681
C 3.68675 0.04281 5.32444
C 2.38041 1.44365 3.88826
C -0.65825 -4.39040 -1.44360
H 2.69626 -1.20768 0.30115
O 0.82848 1.78331 0.00777
C -3.91040 2.01633 -3.01585
H -2.41910 -3.15589 -1.52086
N 2.36057 1.05834 1.48987
C -0.69193 -1.87976 -1.54585
C 4.28568 -1.07396 1.75859
N -2.22553 0.98896 0.04870
H 0.32875 -4.38658 -0.98659
H 4.18294 -2.14973 1.91770
N -3.52744 2.05584 -1.69146
C -2.69613 1.09735 -1.20908
H -0.88455 1.61157 1.97903
H -1.54815 -3.08058 0.01970
S -0.57163 -0.67686 1.39340
H -4.60066 3.79189 -1.42776
H -4.54992 2.71680 -0.00022
C 4.13858 -0.65385 4.21999
H 0.30334 -1.83709 -1.09168
N -1.40305 -0.68228 -1.18931
H -3.38189 0.13689 -5.67062
C 3.71087 -0.33391 2.93737
H -4.93594 0.90211 -5.22396
H 4.25223 1.39671 0.66774
H -3.54978 1.91811 -5.64776
H 4.02820 -0.22759 6.31178
C -2.55827 -0.05696 -3.38963
H 0.26469 0.76400 3.08527
H 1.73665 2.29925 3.74417
H 5.35819 -0.85651 1.72171
H -0.54029 -4.45133 -2.52265
C 2.79088 0.70495 2.77931
H -1.19066 -5.27478 -1.10429
C -0.03080 0.94221 2.05776
N -3.41742 0.97257 -3.78684
H 2.92208 1.16512 -0.49673
C -1.42722 -3.13269 -1.06543
C 1.08480 1.34913 1.11453
C -3.97787 3.12780 -0.83208
O -4.64986 2.85017 -3.49213
C 3.34657 0.82432 0.44844
H 4.29443 -0.92608 -0.40067
C -2.21921 0.06669 -2.00724
H -3.11523 3.66542 -0.43897
C 2.81572 1.10674 5.15461
C 3.63997 -0.67327 0.43368
H -0.60144 -1.89275 -2.63391
C -3.85037 0.98377 -5.17469